No. 1
# C18H30BrGeINO5Zn

C18H30BrGeINO5Zn as an isolated structure (ωB97M-V with the def2-TZVPD basis set, the OMol25 dataset).

```
58
Properties=species:S:1:pos:R:3
I 0.329 2.573 4.543
Br 0.256 -1.473 3.947
Ge -0.923 0.179 -0.438
Zn 0.641 1.651 2.234
O 0.409 0.904 -1.337
O -0.399 -1.377 0.263
O 1.968 2.299 0.948
O -1.016 1.358 0.962
O 3.615 1.574 -0.393
N 1.732 -0.134 2.052
C -1.271 -2.528 0.257
C -2.819 2.539 2.022
C 2.510 -2.343 2.455
C 0.908 0.467 -2.621
C -0.253 0.080 -3.530
C 1.641 -1.293 2.682
C 1.655 1.667 -3.184
C -2.658 2.522 -0.469
C 2.709 0.050 1.155
C -2.503 -2.243 1.106
C 2.783 1.430 0.487
C 1.852 -0.709 -2.410
C -0.961 3.778 0.840
C 3.619 -0.945 0.856
C -1.667 -2.874 -1.175
C 3.514 -2.158 1.517
C -1.871 2.558 0.835
C -0.453 -3.666 0.853
H -3.295 3.406 -0.520
H -1.025 -4.594 0.825
H 2.699 -0.393 -1.802
H 2.398 -3.269 2.999
H 1.339 -1.531 -1.905
H -3.471 1.664 1.974
H 4.386 -0.737 0.125
H -2.264 2.513 2.958
H -3.439 3.437 2.016
H 0.967 2.501 -3.330
H -1.551 4.675 0.646
H -0.197 -3.449 1.889
H -2.206 -1.933 2.108
H 2.227 -1.068 -3.370
H -3.104 -1.446 0.659
H 4.214 -2.958 1.313
H -0.773 -0.806 -3.153
H 2.436 1.973 -2.489
H 0.112 -0.153 -4.531
H -2.275 -2.078 -1.615
H -0.190 3.683 0.074
H -0.967 0.903 -3.608
H -2.254 -3.793 -1.199
H 0.467 -3.803 0.282
H -0.479 3.916 1.810
H -3.131 -3.132 1.184
H -3.309 1.645 -0.523
H -1.994 2.543 -1.337
H -0.777 -3.016 -1.791
H 2.107 1.414 -4.144
```

Properties
Strongest force on any atom ... 0.0023 hartree/bohr
⟨S²⟩ ... 0.7535
HOMO level (alpha / beta) ... -8.584 / -8.583 eV
LUMO energy (alpha / beta) ... -0.019 / -1.836 eV
E_tot ... -213962.0333 eV
2S+1 ... 2
Orbital gap (alpha / beta) ... 8.57 / 6.75 eV
ΔE to the lowest compared entry with this formula, charge and spin ... 0.0 kJ/mol

These are the Mulliken partial charges, in e, on atoms 1 to 5: I -0.500; Br -0.111; Ge 0.184; Zn 0.237; O 0.004

---

No. 2
# C5H8ClN2

An isolated ion of composition C5H8ClN2 and charge +1 (ωB97M-V with the def2-TZVPD basis set, the OMol25 dataset).

```
16
Properties=species:S:1:pos:R:3
Cl -3.884 0.022 -0.329
N -0.015 0.662 0.234
N -1.256 -0.849 -0.723
C -2.114 0.183 -0.234
C -0.019 -0.553 -0.374
C 1.198 -1.317 -0.674
C 1.230 1.133 0.895
C -1.326 1.147 0.351
H 1.367 0.672 1.852
H 0.978 -2.366 -0.849
H -1.623 1.980 0.934
H 2.188 0.843 0.259
H 1.773 -0.799 -1.458
H 1.173 2.170 0.965
H 1.868 -1.287 0.309
H -1.538 -1.639 -1.158
```

Properties
Strongest force on any atom ... 0.0996 hartree/bohr
HOMO level ... -13.790 eV
LUMO energy ... -3.119 eV
E_tot ... -20810.5991 eV
Orbital gap ... 10.67 eV
Charge ... +1
SMILES ... Cc1[nH+]c(Cl)cn1C
ΔE to the lowest compared entry with this formula, charge and spin ... 9.0 kJ/mol

These are the natural (NBO) partial charges, in e, on atoms 1 to 5: Cl 0.103; N -0.291; N -0.467; C 0.113; C 0.475

---

No. 3
# H4N3P

A 2-piece molecular cluster, H4N3P overall (ωB97M-V with the def2-TZVPD basis set, the OMol25 dataset).

```
8
Properties=species:S:1:pos:R:3
P 1.317 -0.013 0.006
N -1.360 -0.606 -0.062
N -1.239 0.769 0.102
N -0.285 0.111 -0.647
H -1.132 -1.157 0.775
H 1.781 0.961 -0.875
H -0.760 0.992 1.556
H 1.679 -1.056 -0.855
```

Properties
Strongest force on any atom ... 0.1031 hartree/bohr
HOMO level ... -9.236 eV
LUMO energy ... 0.008 eV
E_tot ... -13817.5243 eV
Orbital gap ... 9.24 eV
ΔE to the lowest compared entry with this formula, charge and spin ... 454.8 kJ/mol

These are the natural (NBO) partial charges, in e, on atoms 1 to 5: P 0.484; N -0.323; N -0.168; N -0.407; H 0.324

---

No. 4
# C30H33Br2LaN2O2

C30H33Br2LaN2O2 as an isolated structure (ωB97M-V with the def2-TZVPD basis set, the OMol25 dataset).

```
70
Properties=species:S:1:pos:R:3
La 0.464 -1.255 -0.064
Br 1.675 -7.837 3.562
Br -0.138 -2.840 5.074
O 2.364 -1.706 -1.323
O 0.394 -2.180 2.034
N -0.196 1.101 0.406
N 1.052 -3.931 0.006
C 0.861 3.058 -0.724
C -0.803 1.555 1.518
C 0.990 -4.319 1.306
C 2.500 -1.317 -3.753
C 1.789 -1.263 -2.397
C 0.333 -3.986 3.635
C 0.588 -3.458 2.348
C 1.251 3.226 -3.284
C 1.541 -6.623 0.597
C 1.424 -6.198 -0.690
C 0.817 3.955 -1.989
C -0.586 4.485 -2.203
C 1.106 -6.155 2.954
C -0.113 1.916 -0.824
C -2.336 0.001 4.713
C 0.529 -5.336 3.921
C -1.912 1.013 3.725
C -1.782 3.306 2.891
C 1.255 -5.701 1.623
C -1.198 0.647 2.564
C -2.025 4.755 3.103
C 0.297 1.118 -2.083
C 1.297 -4.804 -0.967
C -1.052 2.902 1.817
C -1.571 2.479 -1.080
C 0.301 1.965 -3.395
C -1.161 2.485 -3.607
C -1.573 3.300 -2.368
C -2.215 2.342 3.847
C 1.244 -4.330 -2.399
H -1.850 1.639 -3.794
H 0.386 -3.728 -2.708
H 1.235 -5.278 -2.941
H 0.147 -5.739 4.845
H 1.843 2.664 -0.567
H -0.920 5.243 -1.391
H -0.593 5.134 -3.100
H 2.393 -0.445 -4.388
H -2.442 -1.008 4.303
H 3.538 -1.548 -3.584
H 2.298 2.983 -3.242
H -3.346 0.270 5.148
H 1.385 4.880 -1.802
H -3.137 4.977 2.978
H -1.861 3.117 -0.250
H -1.027 -0.426 2.407
H -1.181 3.149 -4.540
H -1.489 5.453 2.413
H 1.277 0.742 -2.043
H -0.629 3.671 1.147
H 0.645 3.767 0.049
H 1.578 -6.944 -1.465
H -2.142 1.553 -1.039
H -2.560 3.740 -2.542
H 1.936 -2.122 -4.242
H 1.799 -7.628 0.803
H 1.094 3.783 -4.245
H -1.851 5.022 4.147
H -1.618 0.038 5.547
H 2.186 -3.802 -2.676
H -0.443 0.337 -2.197
H 0.696 1.372 -4.245
H -2.759 2.769 4.720
```

Properties
Strongest force on any atom ... 0.0636 hartree/bohr
HOMO level ... -6.524 eV
LUMO energy ... -0.690 eV
E_tot ... -179665.5018 eV
Orbital gap ... 5.83 eV
ΔE to the lowest compared entry with this formula, charge and spin ... 16.3 kJ/mol

These are the Mulliken partial charges, in e, on atoms 1 to 5: La 1.438; Br -0.217; Br -0.151; O -0.751; O -0.538

---

No. 5
# C12H18B2F6O10PSr

C12H18B2F6O10PSr as an isolated structure (ωB97M-V with the def2-TZVPD basis set, the OMol25 dataset).

```
50
Properties=species:S:1:pos:R:3
Sr -3.279 -2.165 1.573
P 0.719 -2.934 1.035
F -4.935 0.863 -0.937
F -4.211 2.822 -0.457
F -1.992 0.983 0.869
F -3.066 1.587 -2.821
F -3.714 -0.378 0.786
F -1.675 2.194 -1.272
O -3.779 2.753 2.311
O 0.533 -3.888 -0.229
O 1.552 -3.800 2.088
O -0.595 -2.553 1.659
O -3.080 -1.001 -1.427
O 2.652 -3.184 -1.742
O 0.304 -0.293 -2.441
O 1.542 -2.590 -3.717
O 0.013 -0.231 -0.160
O -4.367 0.730 3.038
C -2.174 -0.191 -1.494
C -3.842 1.626 2.106
C 2.136 0.782 -0.088
C 1.376 -0.540 -0.339
C 1.847 -1.596 0.673
C 1.935 1.414 1.278
C 1.527 -0.834 -1.907
C 2.782 2.698 1.409
C -2.651 1.323 -1.565
C -3.836 1.541 -0.564
C 2.273 3.864 0.565
C -3.318 0.988 0.803
B 1.916 -2.265 -2.444
B -0.622 -0.704 -1.424
H 1.446 4.345 1.081
H 3.193 0.694 -0.346
H 2.441 -4.054 -2.102
H 2.006 3.578 -0.446
H 2.815 -2.025 0.422
H 1.249 -4.716 2.104
H -3.611 0.386 3.538
H 1.699 1.460 -0.819
H -0.410 -4.068 -0.329
H 2.257 0.771 2.098
H 3.817 2.456 1.169
H 2.783 2.987 2.460
H 1.980 -1.112 1.641
H 3.063 4.609 0.485
H 0.871 -1.972 -4.034
H 2.284 -0.133 -2.268
H 0.896 1.695 1.444
H -0.751 -1.926 -1.264
```

Properties
Strongest force on any atom ... 0.0992 hartree/bohr
HOMO level ... -11.194 eV
LUMO energy ... -5.579 eV
E_tot ... -60991.8913 eV
Orbital gap ... 5.62 eV
Charge ... +1

These are the Mulliken partial charges, in e, on atoms 1 to 5: Sr 2.188; P 0.306; F -0.281; F -0.293; F -0.167

---

No. 6
# CH12CdO9

CH12CdO9 as an isolated structure (ωB97M-V with the def2-TZVPD basis set, the OMol25 dataset).

```
23
Properties=species:S:1:pos:R:3
Cd 0.109 -0.369 0.017
O -2.259 -0.661 0.174
O 0.464 0.978 1.703
O 1.526 1.460 -0.989
O 0.274 0.114 3.795
O -1.306 1.989 -0.375
O -0.522 -0.007 -2.275
O -0.090 -2.719 -0.221
O 2.447 -0.697 0.664
O -0.240 -1.144 2.099
C -0.023 0.145 2.607
H -0.813 -0.393 -3.153
H -0.686 -2.993 -0.901
H -1.010 0.819 -2.150
H 2.733 0.022 1.258
H 0.000 -3.439 0.417
H -2.793 -0.688 -0.612
H -1.601 2.759 -0.882
H 1.961 1.030 -1.697
H 3.273 -0.837 0.188
H -0.776 2.446 0.296
H -2.705 -0.079 0.810
H 2.026 2.264 -0.773
```

Properties
Strongest force on any atom ... 0.1342 hartree/bohr
HOMO level ... -6.042 eV
LUMO energy ... -0.739 eV
E_tot ... -24222.2215 eV
Orbital gap ... 5.30 eV
ΔE to the lowest compared entry with this formula, charge and spin ... 26.9 kJ/mol

These are the natural (NBO) partial charges, in e, on atoms 1 to 5: Cd 1.740; O -0.956; O -1.007; O -0.958; O -0.718

---

Question: Which of these has the lowest strongest force on any atom?
Answer: C18H30BrGeINO5Zn

---

Question: Look up the strongest force on any atom of the third one.
Answer: 0.1031 hartree/bohr

---

Question: Look up the strongest force on any atom of the second one.
Answer: 0.0996 hartree/bohr

---

Question: What is the E_tot in the sixth record?
Answer: -24222.2215 eV